[1]
{"formula": "C30H30Cl5HgNO2Si", "method": "ωB97M-V/def2-TZVPD", "symbols": ["Hg", "Cl", "C", "C", "C", "Cl", "C", "Cl", "C", "Cl", "C", "Cl", "O", "C", "C", "C", "C", "C", "C", "C", "C", "N", "H", "H", "H", "H", "H", "H", "H", "H", "H", "H", "H", "C", "C", "C", "C", "Si", "O", "C", "C", "C", "C", "C", "C", "C", "C", "C", "C", "C", "C", "H", "H", "H", "H", "H", "H", "H", "H", "H", "H", "H", "H", "H", "H", "H", "H", "H", "H", "H"], "coordinates": [[-0.732, 0.711, -0.291], [2.414, 0.279, -0.854], [0.146, 3.743, -0.545], [-0.679, 2.877, 0.151], [-1.488, 3.376, 1.152], [-2.513, 2.271, 2.021], [-1.515, 4.733, 1.463], [-2.550, 5.339, 2.707], [-0.693, 5.602, 0.748], [-0.709, 7.290, 1.101], [0.143, 5.106, -0.248], [1.177, 6.163, -1.139], [0.938, 3.319, -1.569], [1.221, 0.018, 0.502], [4.103, -0.344, -0.735], [4.162, -1.851, -0.913], [3.354, -2.713, 0.022], [3.862, -3.144, 1.247], [3.057, -3.890, 2.089], [1.762, -4.185, 1.692], [1.341, -3.724, 0.453], [2.112, -3.017, -0.370], [-1.734, 1.257, -1.607], [1.169, -1.048, 0.684], [1.644, 0.557, 1.346], [4.408, -0.026, 0.266], [1.289, 2.435, -1.374], [5.227, -2.074, -0.780], [3.900, -2.129, -1.936], [4.876, -2.886, 1.527], [3.435, -4.239, 3.043], [1.085, -4.753, 2.315], [0.332, -3.921, 0.109], [-4.220, -3.781, -2.214], [-2.961, -2.969, -1.897], [-2.824, -1.869, -2.958], [-1.729, -3.876, -1.966], [-3.002, -2.101, -0.201], [-1.721, -1.180, 0.022], [-3.040, -3.343, 1.243], [-2.295, -2.993, 2.375], [-2.281, -3.786, 3.513], [-3.008, -4.968, 3.548], [-3.752, -5.342, 2.438], [-3.770, -4.533, 1.308], [-4.617, -1.119, -0.111], [-5.790, -1.641, 0.441], [-6.964, -0.898, 0.485], [-6.985, 0.394, -0.019], [-5.830, 0.938, -0.563], [-4.663, 0.187, -0.607], [-4.195, -4.106, -3.261], [-5.131, -3.193, -2.072], [-4.296, -4.683, -1.604], [-2.724, -2.322, -3.953], [-1.946, -1.245, -2.781], [-3.701, -1.217, -2.979], [-1.646, -4.333, -2.960], [-1.785, -4.686, -1.233], [-0.811, -3.314, -1.779], [-1.710, -2.080, 2.344], [-1.696, -3.483, 4.374], [-2.995, -5.594, 4.433], [-4.324, -6.262, 2.452], [-4.375, -4.846, 0.466], [-5.785, -2.643, 0.858], [-7.859, -1.326, 0.921], [-7.897, 0.979, 0.021], [-5.833, 1.952, -0.946], [-3.765, 0.631, -1.022]], "lowdin_spin": [0.27, 0.01, 0.02, 0.26, 0.03, 0.01, 0.01, 0.01, -0.01, 0.00, 0.01, 0.01, 0.00, 0.03, 0.02, 0.00, 0.00, 0.00, 0.00, 0.00, 0.00, 0.00, 0.20, 0.00, 0.00, 0.00, 0.00, 0.00, 0.00, 0.00, 0.00, 0.00, 0.00, 0.00, 0.00, 0.00, 0.00, 0.01, 0.08, 0.00, 0.00, 0.00, 0.00, 0.00, 0.00, 0.00, 0.00, 0.00, 0.00, 0.00, 0.00, 0.00, 0.00, 0.00, 0.00, 0.01, 0.00, 0.00, 0.00, 0.00, 0.00, 0.00, 0.00, 0.00, 0.00, 0.00, 0.00, 0.00, 0.00, 0.01], "charge": -1, "s_squared": 0.760, "energy_ev": -111844.4728, "gap_ev": [6.972, 5.806], "spin_multiplicity": 2, "e_above_lowest_kj_mol": 482.98, "e_lumo_ev": [2.401, 1.128]}

***

[2]
{"formula": "C30H30F40N3O5", "method": "ωB97M-V/def2-TZVPD", "symbols": ["N", "C", "C", "N", "C", "C", "N", "C", "H", "H", "H", "H", "H", "H", "H", "H", "H", "H", "C", "C", "C", "F", "F", "F", "F", "O", "C", "C", "F", "F", "F", "F", "H", "H", "H", "H", "C", "C", "C", "F", "F", "F", "F", "O", "C", "C", "F", "F", "F", "F", "H", "H", "H", "H", "C", "C", "C", "F", "F", "F", "F", "O", "C", "C", "F", "F", "F", "F", "H", "H", "H", "H", "C", "C", "C", "F", "F", "F", "F", "O", "C", "C", "F", "F", "F", "F", "H", "H", "H", "H", "C", "C", "C", "F", "F", "F", "F", "O", "C", "C", "F", "F", "F", "F", "H", "H", "H", "H"], "coordinates": [[-5.806, 1.377, 0.707], [-5.621, 0.629, -0.517], [-4.135, 0.323, -0.926], [-3.377, 0.074, 0.311], [-3.551, -1.020, 1.127], [-2.739, -0.852, 2.128], [-2.055, 0.295, 1.939], [-2.469, 0.850, 0.810], [-5.662, 0.833, 1.547], [-5.289, 2.246, 0.737], [-6.083, 1.182, -1.325], [-6.126, -0.320, -0.384], [-4.079, -0.526, -1.586], [-3.730, 1.213, -1.381], [-4.238, -1.816, 0.961], [-2.612, -1.498, 2.964], [-1.342, 0.669, 2.551], [-2.113, 1.766, 0.397], [-2.381, -3.559, -2.615], [-3.876, -3.351, -2.919], [-4.888, -3.434, -1.772], [-4.892, -4.634, -1.166], [-6.135, -3.221, -2.252], [-4.250, -4.169, -3.916], [-3.979, -2.066, -3.390], [-1.805, -4.828, -2.842], [-1.866, -5.834, -1.901], [-2.714, -7.023, -2.366], [-3.954, -6.624, -2.711], [-2.821, -7.907, -1.350], [-2.272, -5.362, -0.700], [-0.606, -6.288, -1.734], [-1.871, -2.913, -3.328], [-2.113, -3.172, -1.630], [-4.689, -2.664, -1.019], [-2.245, -7.507, -3.225], [1.749, 4.785, 1.318], [3.144, 4.745, 1.964], [3.994, 3.492, 1.743], [3.381, 2.380, 2.218], [5.158, 3.633, 2.404], [3.029, 5.015, 3.283], [3.842, 5.769, 1.407], [0.624, 4.445, 2.131], [0.230, 3.162, 2.326], [0.385, 2.699, 3.777], [1.636, 2.834, 4.211], [0.047, 1.369, 3.827], [0.818, 2.312, 1.456], [-1.113, 3.088, 2.069], [1.579, 5.833, 1.081], [1.727, 4.262, 0.363], [4.210, 3.355, 0.681], [-0.283, 3.266, 4.430], [-4.700, -1.207, 5.903], [-5.320, -0.175, 4.942], [-4.859, 1.281, 5.055], [-5.112, 1.808, 6.258], [-5.523, 2.017, 4.127], [-6.657, -0.258, 4.998], [-4.957, -0.563, 3.665], [-5.415, -1.577, 7.062], [-5.345, -0.840, 8.233], [-6.686, -0.189, 8.595], [-7.143, 0.573, 7.580], [-6.510, 0.603, 9.673], [-4.340, 0.060, 8.184], [-5.049, -1.706, 9.219], [-4.665, -2.131, 5.326], [-3.661, -0.965, 6.135], [-3.785, 1.359, 4.849], [-7.428, -0.957, 8.822], [2.343, -1.489, -2.917], [1.032, -2.160, -3.361], [1.038, -2.909, -4.695], [1.353, -2.107, -5.726], [-0.206, -3.400, -4.918], [0.027, -1.247, -3.324], [0.729, -3.101, -2.417], [2.509, -0.099, -3.163], [2.972, 0.364, -4.383], [1.917, 1.178, -5.143], [0.780, 0.472, -5.305], [2.398, 1.493, -6.362], [3.475, -0.642, -5.121], [3.995, 1.211, -4.121], [2.335, -1.553, -1.829], [3.214, -2.061, -3.236], [1.742, -3.746, -4.662], [1.685, 2.095, -4.596], [9.682, 0.749, -2.727], [9.935, 1.441, -4.078], [10.319, 2.922, -4.066], [9.367, 3.691, -3.497], [10.477, 3.343, -5.341], [8.876, 1.233, -4.892], [10.995, 0.793, -4.638], [8.342, 0.601, -2.271], [7.685, 1.593, -1.584], [6.500, 2.157, -2.373], [6.876, 2.602, -3.583], [5.960, 3.204, -1.696], [8.529, 2.563, -1.182], [7.171, 1.028, -0.465], [10.009, -0.278, -2.880], [10.327, 1.148, -1.944], [11.263, 3.070, -3.533], [5.736, 1.390, -2.509]], "mulliken_charge": [-0.50, -0.61, -0.48, 0.49, -0.34, -1.04, 0.44, -0.31, 0.14, 0.25, 0.47, 0.34, -0.15, 0.48, 0.68, 0.56, 0.08, 0.64, -0.76, 0.83, 1.12, -0.25, -0.30, -0.29, -0.30, -0.38, 0.85, 0.17, -0.21, -0.27, -0.31, -0.29, 0.18, 0.53, -0.66, 0.25, -0.79, 0.84, 0.25, -0.23, -0.26, -0.27, -0.31, -0.40, 0.91, 0.12, -0.19, -0.35, -0.28, -0.37, 0.43, 0.35, 0.18, 0.26, -0.95, 0.85, 0.25, -0.22, -0.26, -0.28, -0.16, -0.40, 0.76, 0.20, -0.22, -0.25, -0.29, -0.29, 0.44, 0.39, 0.15, 0.25, -1.01, 1.20, 0.08, -0.23, -0.24, -0.30, -0.33, -0.36, 0.66, 0.20, -0.21, -0.25, -0.29, -0.20, 0.45, 0.34, 0.32, 0.24, -0.73, 0.89, 0.08, -0.21, -0.26, -0.26, -0.32, -0.38, 0.81, 0.52, -0.24, -0.27, -0.29, -0.30, 0.39, 0.33, 0.29, -0.04], "charge": 1, "energy_ev": -154997.7084, "gap_ev": 9.928, "e_lumo_ev": -2.734}

***

[3]
{"formula": "C30H30FN5O9SeV", "method": "ωB97M-V/def2-TZVPD", "symbols": ["V", "O", "C", "O", "C", "C", "C", "C", "C", "O", "C", "C", "O", "O", "H", "H", "H", "H", "H", "H", "H", "H", "C", "C", "C", "C", "C", "C", "C", "F", "C", "C", "C", "O", "C", "C", "N", "C", "C", "O", "O", "H", "H", "H", "H", "H", "H", "H", "H", "H", "H", "H", "O", "N", "C", "N", "C", "Se", "N", "C", "C", "C", "C", "C", "C", "H", "H", "H", "H", "H", "H", "H", "H", "N", "H", "H", "H"], "coordinates": [[-0.280, -0.356, -0.458], [2.612, -1.192, 2.108], [1.753, -0.408, 1.898], [1.012, -0.490, 0.717], [1.421, 0.765, 2.792], [2.495, 1.850, 2.563], [2.287, 3.082, 3.448], [1.315, 3.942, 2.612], [1.147, 3.116, 1.337], [2.301, 2.346, 1.229], [0.054, 1.421, 2.577], [-1.063, 0.402, 2.480], [-2.183, 0.754, 1.711], [-1.046, -0.679, 2.957], [1.502, 0.398, 3.816], [3.488, 1.414, 2.624], [3.236, 3.592, 3.594], [1.895, 2.824, 4.431], [1.745, 4.910, 2.364], [0.357, 4.122, 3.101], [1.003, 3.684, 0.423], [-0.184, 2.019, 3.469], [-4.283, 6.229, -0.803], [-4.469, 5.780, 0.632], [-4.001, 6.808, 1.644], [-4.405, 6.374, 3.040], [-3.929, 4.974, 3.316], [-3.813, 4.510, 4.601], [-3.351, 3.214, 4.856], [-3.297, 2.812, 6.119], [-2.950, 2.371, 3.864], [-3.031, 2.825, 2.532], [-2.611, 2.008, 1.441], [0.004, 2.237, 1.423], [-2.780, 2.431, 0.146], [-3.383, 3.680, -0.045], [-3.750, 4.478, 0.933], [-3.563, 4.102, 2.262], [-2.405, 1.742, -1.137], [-2.772, 2.176, -2.196], [-1.634, 0.673, -1.046], [-4.745, 7.210, -0.899], [-4.772, 5.579, -1.527], [-3.228, 6.332, -1.063], [-5.523, 5.555, 0.815], [-4.443, 7.771, 1.394], [-2.915, 6.918, 1.570], [-5.494, 6.409, 3.138], [-4.001, 7.046, 3.796], [-4.084, 5.138, 5.441], [-2.625, 1.372, 4.119], [-3.565, 4.009, -1.055], [-1.787, -2.694, 0.201], [-1.216, -1.743, -0.068], [1.503, -0.455, -5.451], [0.171, -0.848, -5.004], [-0.190, -1.254, -3.782], [0.987, -1.428, -2.326], [-1.497, -1.548, -3.806], [-2.013, -1.328, -5.082], [-3.285, -1.484, -5.617], [-3.425, -1.175, -6.955], [-2.343, -0.728, -7.730], [-1.079, -0.576, -7.194], [-0.945, -0.886, -5.847], [2.175, -0.443, -4.599], [1.451, 0.537, -5.897], [1.863, -1.171, -6.187], [-1.990, -1.944, -3.024], [-4.119, -1.836, -5.025], [-4.393, -1.286, -7.423], [-2.503, -0.505, -8.776], [-0.245, -0.242, -7.794], [0.768, 1.843, -1.881], [1.758, 1.649, -1.995], [0.704, 2.808, -1.573], [0.336, 1.811, -2.799]], "lowdin_spin": [1.02, 0.01, 0.00, 0.04, 0.00, 0.00, 0.00, 0.00, 0.00, 0.00, 0.00, 0.00, 0.00, 0.00, 0.00, 0.00, 0.00, 0.00, 0.00, 0.00, 0.00, 0.00, 0.00, 0.00, 0.00, 0.00, 0.00, 0.00, 0.00, 0.00, 0.00, 0.00, 0.00, 0.00, 0.00, 0.00, 0.00, 0.00, 0.01, 0.02, 0.02, 0.00, 0.00, 0.00, 0.00, 0.00, 0.00, 0.00, 0.00, 0.00, 0.00, 0.00, 0.03, -0.12, 0.00, 0.00, 0.00, -0.03, 0.00, 0.00, 0.00, 0.00, 0.00, 0.00, 0.00, 0.00, 0.00, 0.00, 0.00, 0.00, 0.00, 0.00, 0.00, 0.00, 0.00, 0.00, 0.00], "charge": 2, "s_squared": 1.045, "energy_ev": -151214.3004, "gap_ev": [6.977, 6.320], "spin_multiplicity": 2, "e_above_lowest_kj_mol": 222.27, "e_lumo_ev": [-6.423, -7.083]}

***

[4]
{"formula": "C30H30GeN6O2PdS2", "method": "ωB97M-V/def2-TZVPD", "symbols": ["Pd", "O", "N", "C", "C", "C", "C", "C", "S", "H", "H", "H", "H", "C", "Ge", "C", "C", "C", "C", "C", "C", "C", "C", "C", "C", "C", "C", "C", "C", "C", "C", "H", "H", "H", "H", "H", "H", "H", "H", "H", "H", "H", "H", "H", "H", "H", "C", "S", "O", "C", "C", "C", "C", "C", "C", "H", "H", "H", "H", "H", "H", "H", "H", "N", "N", "N", "C", "N", "N", "H", "H", "H"], "coordinates": [[-0.259, -1.328, 1.026], [0.737, -3.064, -0.594], [0.183, -3.138, -1.810], [1.040, -3.488, -2.788], [0.602, -3.736, -4.087], [-0.761, -3.725, -4.347], [-1.627, -3.307, -3.367], [-1.210, -3.182, -2.020], [-2.330, -3.008, -0.782], [2.082, -3.580, -2.487], [1.315, -3.830, -4.873], [-1.072, -3.862, -5.371], [-2.716, -3.226, -3.473], [0.049, 0.291, -2.580], [-0.036, 0.580, -0.516], [1.830, 1.495, -0.386], [2.169, 2.580, 0.450], [3.267, 3.373, 0.321], [4.176, 3.044, -0.686], [4.008, 1.846, -1.390], [2.782, 1.177, -1.296], [-1.276, 2.181, -0.469], [-0.820, 3.455, -0.471], [-1.797, 4.551, -0.604], [-3.128, 4.322, -0.693], [-3.617, 3.007, -0.652], [-5.014, 2.749, -0.748], [-5.482, 1.445, -0.818], [-4.576, 0.389, -0.686], [-3.227, 0.623, -0.574], [-2.704, 1.919, -0.576], [0.521, 1.212, -2.991], [-0.899, 0.065, -3.056], [0.716, -0.561, -2.738], [1.558, 2.664, 1.310], [3.407, 4.319, 0.875], [5.072, 3.676, -0.950], [4.877, 1.477, -2.034], [2.610, 0.315, -1.912], [0.210, 3.755, -0.287], [-1.428, 5.572, -0.563], [-3.841, 5.111, -0.649], [-5.695, 3.597, -0.907], [-6.516, 1.126, -0.927], [-4.996, -0.607, -0.627], [-2.491, -0.070, -0.395], [1.570, -2.281, 3.993], [-0.052, -3.168, 3.724], [-0.657, -3.480, 5.083], [-1.070, -1.837, 3.040], [-0.813, -0.409, 2.929], [-1.888, 0.528, 2.839], [-3.139, 0.032, 2.706], [-3.405, -1.348, 2.664], [-2.423, -2.259, 2.820], [1.423, -1.527, 4.754], [1.927, -1.886, 3.037], [2.084, -3.085, 4.475], [0.135, 0.049, 3.268], [-1.698, 1.588, 2.978], [-4.036, 0.616, 2.551], [-4.420, -1.718, 2.488], [-2.775, -3.267, 2.890], [3.394, -1.498, 1.069], [4.558, -0.803, 0.789], [4.812, 0.349, 1.289], [6.104, 0.511, 0.910], [6.566, -0.523, 0.243], [5.553, -1.356, 0.107], [2.638, -0.773, 1.089], [3.165, -2.004, 0.246], [6.755, 1.349, 1.214]], "mulliken_charge": [0.21, -0.76, 0.73, -0.32, -0.64, -0.34, -0.79, 0.13, -0.30, 0.35, 0.41, 0.31, 0.33, -1.67, 1.91, -0.28, -0.25, -0.46, -0.55, -0.46, -0.36, 0.51, -0.48, -0.73, -0.98, 1.25, -0.99, -0.50, -1.08, 0.12, -0.34, 0.38, 0.50, 0.31, 0.53, 0.34, 0.26, 0.21, 0.21, 0.31, 0.36, 0.35, 0.27, 0.35, 0.39, -0.11, -0.59, 0.58, -0.75, -0.12, 0.38, -0.50, -0.33, -0.65, -0.58, 0.27, -0.11, 0.46, 0.23, 0.28, 0.28, 0.32, 0.32, -0.51, 1.17, -0.69, -0.04, -0.43, -0.61, 0.17, 0.34, 0.45], "charge": -2, "energy_ev": -126294.2285, "gap_ev": 5.155, "e_above_lowest_kj_mol": 44.38, "e_lumo_ev": 4.617}